Record 1
This record from the OMol25 dataset describes a molecular structure, C32H52AsF6N4O8S4. The level of theory is ωB97M-V/def2-TZVPD.

* LUMO: 2.004 eV
* M: 937.97 g/mol

Structure (ORCA input):
```
! RIJCOSX wB97M-V def2-TZVPD def2/J DEFGRID3
* xyz -1 1
H -0.32421 -0.73932 -4.61705
H -2.48349 -5.47257 -2.94406
S -2.00159 4.14010 5.74040
H 0.76746 -0.50877 3.29493
H -2.17141 1.75370 -7.47949
O -4.13861 0.09995 -6.46573
H -3.80785 -1.19213 3.34887
C 2.62097 3.19861 3.08036
H 2.18373 4.74923 -4.80351
O -0.39428 -7.04072 -2.30760
H -1.05182 1.92460 5.96526
O -2.98747 4.31839 6.80671
C -1.50065 -3.98293 -1.69792
N 3.25367 0.02666 -2.89461
C -2.38999 -0.02629 -4.45510
C -2.41136 -2.88445 2.73433
O 3.55347 -3.58948 2.49791
C 2.47940 -1.18967 2.19243
H 2.32478 2.85803 4.05974
H 0.07343 2.44191 -2.04396
F -1.72129 -0.07055 -1.35125
C -2.67559 -4.26213 2.87064
H -3.79375 4.90611 4.42536
H 2.14123 -0.86424 5.54521
S -3.38457 0.98800 -5.58170
H 5.32233 -0.69246 -5.28096
H 4.79955 -1.32658 4.62776
H 1.22950 -2.11570 3.71605
C 5.45967 0.17295 -3.18418
H 6.47861 0.28744 -2.85678
H -0.21788 -4.55457 -0.00541
C 3.50925 -0.38258 -4.17311
C -3.94997 -4.45023 3.37843
C -0.92649 0.16680 -4.75521
C 1.35735 4.29639 -4.27478
H 0.75515 -4.51497 -1.44441
F 0.54210 0.64981 -0.99055
H 1.99559 -1.57345 1.29839
H 2.89867 0.27669 4.41409
H 2.98609 2.59323 -0.11757
C -0.60685 3.91363 -3.31878
C -2.69941 3.33134 3.20951
C -1.64520 2.41575 3.80813
C -3.50556 -2.22200 3.26174
C 4.41938 0.34231 -2.28212
H -1.48289 -2.52106 2.32694
F -0.38862 -1.19012 0.35042
C 4.10543 3.67311 1.45674
H -2.77280 -0.99408 -4.78549
As -0.88006 0.48279 0.06514
H -1.64880 3.92539 -3.03239
H -1.01847 -0.17388 -6.93581
H -2.76471 1.81523 5.52250
F -2.29564 0.32760 1.06123
H -2.35570 3.59429 2.21216
O 5.14499 -1.66340 2.05015
N 2.27176 2.53791 1.92090
C -0.25703 -4.69156 -1.09245
C -1.82528 2.33367 5.32191
H 2.33856 0.02560 -2.47350
C 1.64240 -1.12859 3.48053
H 0.17541 0.99553 -6.49060
H 4.40989 4.50104 3.44426
C 0.01827 4.75720 -4.21191
H -2.70326 0.29662 -3.46791
C -2.61861 -5.02256 -1.96252
H -3.62609 2.75710 3.20912
F 0.01853 0.91876 1.47755
N 0.26299 2.96185 -2.89005
C -2.81018 4.55754 4.11187
C 3.76775 3.91952 2.79981
H -3.60458 -4.57118 -1.88447
C 1.51473 3.27746 -3.35772
H -2.91787 -7.02777 -1.04505
S 3.93536 -2.18099 2.64997
H -2.53437 -5.74753 0.13992
H 2.29936 2.64022 -2.98065
C -0.81363 0.62413 -6.21902
H -0.44810 5.56215 -4.75054
H -2.31233 5.47918 3.80777
H -0.51582 0.72941 -3.91427
C -2.39781 -6.08125 -0.88961
N -4.39238 -3.18000 3.64173
H -1.91231 -4.96860 2.57225
H 3.55460 -2.64120 5.00012
H -4.52660 -5.29059 3.71787
O -4.08841 2.01180 -4.82960
H -1.63421 2.64215 -5.95159
H 4.87192 4.09950 0.82581
H -0.64314 2.82375 3.61517
H 2.71416 -0.83643 -4.74112
H -1.50824 1.43283 3.35623
O -0.65690 4.70577 5.75904
O -0.17639 -7.05036 0.17974
C 3.07563 2.96901 0.88832
H -5.22781 -2.96648 4.15708
S -0.66159 -6.42967 -1.01978
C -1.88037 1.69776 -6.43161
H 1.37755 2.06316 1.88590
H 2.96764 -0.24361 1.93975
C 2.64410 -0.77299 4.58191
H -1.81826 -3.21661 -0.98821
F -1.32103 2.09993 -0.39698
H -1.28975 -3.36739 -2.57341
C 4.87598 -0.34046 -4.36397
H 4.57024 0.60555 -1.24709
C 3.81070 -1.74204 4.44704
*
```

Record 2
This record from the OMol25 dataset describes 2 unconnected molecules or ions with the total composition C7H17ClO5S2. The level of theory is ωB97M-V/def2-TZVPD.

* LUMO: -1.993 eV
* M: 280.79 g/mol

Structure (ORCA input):
```
! RIJCOSX wB97M-V def2-TZVPD def2/J DEFGRID3
* xyz 0 1
H -2.20242 0.60075 -0.55033
H 0.15044 -2.52256 -1.89565
H -1.20806 -0.79508 2.50662
H -0.23686 1.16517 -1.12743
C -2.15567 0.97090 3.32079
O -2.74668 -0.17328 1.23603
S 1.69778 1.52075 -1.99756
O 2.31572 2.78291 -2.05003
C 2.18521 0.72134 -0.46604
C 2.35919 -0.79962 -0.53727
H -2.46797 0.82290 4.35231
O 1.91065 0.55774 -3.04277
O 0.08300 1.71155 -1.84662
C -1.82285 -0.05165 0.24036
C 0.06758 -1.62983 -1.27483
H -1.14938 1.38628 3.34386
O -2.63357 -1.87275 -1.63436
H -2.82719 1.68888 2.85451
H 1.46781 -2.70384 -0.05457
H 0.75700 -1.35138 0.79640
Cl 4.31645 4.59899 -2.07645
H 0.14959 -0.76780 -1.94144
H -2.35552 -1.46877 -2.47378
C -2.20803 -0.35261 2.55895
H -0.84839 0.30381 0.59690
H 2.75098 -1.07061 -1.51643
S -1.52760 -1.72304 -0.49058
H 1.54519 1.06046 0.35326
C 1.15961 -1.66693 -0.17280
H 3.16655 1.15704 -0.27238
H -2.84013 -1.06612 3.08061
H 3.14754 -1.03358 0.18071
*
```

Record 3
This record from the OMol25 dataset describes a molecular structure, C34H29BrKN7O9. The level of theory is ωB97M-V/def2-TZVPD.

* LUMO: 3.860 eV
* M: 798.65 g/mol
* relative energy (zero: lowest compared OMol25 entry of this formula, charge and spin): 0.391 eV

Structure (ORCA input):
```
! RIJCOSX wB97M-V def2-TZVPD def2/J DEFGRID3
* xyz -2 1
H -0.34379 1.50180 4.37673
H 2.52042 -3.54999 -4.11675
O 2.95610 0.23796 2.89618
O -6.15929 1.20086 1.78293
K -0.32297 0.19543 -0.37076
N 2.54907 0.95936 -1.44535
C 1.45658 -2.95873 -1.67424
C 0.82348 -0.88934 -5.30594
C 1.37263 -2.31631 4.08815
C -4.31926 2.41668 -2.57939
C 1.86386 -2.69161 -4.13580
O -0.88578 1.88737 -1.91499
C 1.12850 -4.31061 5.41219
N 1.07578 -3.13785 0.55305
O -2.55949 0.89951 0.18360
H 2.34105 1.87939 1.77073
H -0.44699 0.33343 -4.04427
H 1.96397 1.66646 4.77410
C 0.88523 -5.03820 4.25327
C 0.88970 -4.40701 3.01958
H 5.13003 -1.30823 -3.18921
C 2.32953 -4.18452 -1.66980
H 2.14013 -2.31479 -6.23156
H 2.34536 -4.60552 -0.66882
C 1.37237 -2.94809 5.32427
C 1.13379 -3.03793 2.92366
O -1.97061 1.82219 -3.86734
C 3.12851 -0.04369 -0.78482
H 2.22391 -0.25466 2.47167
O -7.81505 3.09443 -2.30141
H -6.88576 1.94721 -0.39231
O -6.42363 3.62473 -3.85680
H -4.12552 2.78344 -3.57711
C 4.41208 -0.66660 -2.69162
C 3.81449 0.37039 -3.38734
C 2.68608 1.62756 2.77739
C 2.89245 1.14661 -2.69778
N -6.67653 3.10728 -2.77256
C -0.59464 3.53480 0.47964
C 1.65943 2.07667 3.80555
C -3.27672 1.86848 -1.89084
H 0.69988 -4.95621 2.10785
N 0.41435 -1.19851 -2.97542
H 4.50062 -1.68429 -0.78581
C -1.92153 1.85440 -2.61977
H 0.68727 -6.10240 4.31231
N 0.06346 2.74713 1.32832
H 1.96468 -4.93437 -2.37635
H 4.03549 0.57486 -4.42431
H 2.80247 -0.19566 0.23398
H -2.32751 4.70128 0.00546
N -5.22899 0.70481 1.14558
H -2.14541 2.81730 3.85588
H -0.13716 3.66506 -0.49169
H 3.35241 -3.93019 -1.96508
C -4.86914 1.31143 -0.12322
C 1.65277 -1.99550 -5.31669
H 1.56299 -2.37144 6.22166
O -4.64880 -0.30195 1.50065
C -1.82533 4.11087 0.75950
C 4.07075 -0.87823 -1.36434
O 1.21898 -1.06260 1.58393
C 1.13436 -2.32540 1.58968
C 1.23042 -2.25736 -2.96966
H 1.12414 -4.80448 6.37720
H 0.30887 0.60924 3.01406
Br 2.07173 2.60247 -3.59903
H 1.56679 -1.25521 4.01229
H -3.37574 4.25831 2.23809
C -0.49412 2.51044 2.52432
H 0.63358 -0.30696 -6.19755
H 1.67893 3.16752 3.90680
N 0.91050 -2.45742 -0.63201
C 0.25041 1.60436 3.46569
C -1.71943 3.05662 2.88984
C -5.89079 1.92323 -0.80840
C -3.47329 1.31599 -0.54369
C -2.40003 3.85812 1.98905
C -5.61906 2.48680 -2.04144
C 0.21805 -0.52787 -4.10430
H 3.63388 2.14743 2.95081
*
```

E? In order: -6499.341575 -1909.468179 -5547.455500 Ha.